Formula: C19H22AuN5O4S4
Source: OMol25
Level of theory: the ωB97M-V functional and the def2-TZVPD basis

As for the orbital gap (spin up / spin down): 6.8 / 5.7 eV. Its expectation value of S² is 2.025. Its spin multiplicity is 3. Its net charge is 0. As for the highest occupied orbital energy (spin up / spin down): -7.078 / -8.039 eV.

Each line ends with the Löwdin spin population.
Positions of all 55 atoms, in Å:
Au: 0.967 -0.983 -1.687  0.480
N: -0.753 0.504 -2.473  0.053
C: -1.403 1.105 -1.297  0.001
C: -2.746 1.769 -1.584  0.003
C: -2.714 3.267 -1.435  0.000
C: -2.756 3.647 0.045  0.000
N: -1.470 3.437 0.723  0.000
C: -0.480 4.297 0.761  0.000
N: 0.680 3.943 1.314  0.001
N: -0.618 5.535 0.249  0.000
C: -1.577 0.048 -0.164  0.002
O: -2.485 0.266 0.638  0.003
O: -0.744 -0.892 -0.124  0.043
H: -0.417 1.194 -3.133  0.001
H: -1.402 -0.112 -2.952  0.000
H: -0.688 1.822 -0.884  0.000
H: -3.480 1.363 -0.888  0.000
H: -3.086 1.501 -2.588  0.000
H: -3.593 3.698 -1.921  0.000
H: -1.832 3.706 -1.918  0.000
H: -3.492 3.034 0.562  0.000
H: -3.063 4.687 0.160  0.000
H: -1.276 2.495 1.070  0.000
H: 0.821 2.958 1.530  0.002
H: 1.466 4.565 1.310  0.000
H: -1.520 5.871 -0.030  0.000
H: 0.104 6.213 0.411  0.000
S: 2.862 -2.476 -1.711  0.430
C: 2.120 -3.910 -2.259  0.120
C: 2.719 -5.155 -1.938  0.017
C: 2.193 -6.326 -2.401  0.047
C: 1.071 -6.312 -3.261  0.050
C: 0.474 -5.131 -3.596  0.016
C: 0.945 -3.902 -3.070  0.125
S: 0.102 -2.469 -3.445  0.454
H: 3.604 -5.150 -1.315  0.001
H: 2.646 -7.267 -2.117  0.002
H: 0.681 -7.243 -3.651  0.003
H: -0.382 -5.109 -4.257  0.002
O: 0.937 2.282 4.187  0.001
S: 0.083 1.461 3.368  0.001
O: -1.330 1.590 3.545  0.003
N: 0.490 1.739 1.776  0.024
C: 1.168 0.747 1.264  0.019
S: 1.904 0.924 -0.276  0.084
C: 1.322 -0.421 2.173  0.001
C: 2.035 -1.588 1.976  0.004
C: 2.078 -2.524 3.002  0.000
C: 1.440 -2.286 4.215  0.001
C: 0.749 -1.098 4.430  0.000
C: 0.699 -0.197 3.390  0.001
H: 2.556 -1.763 1.042  0.005
H: 2.623 -3.447 2.854  0.000
H: 1.493 -3.024 5.005  0.000
H: 0.274 -0.883 5.378  0.000

Formula: C19H22BrN5O7P2V
Source: OMol25
Level of theory: the ωB97M-V functional and the def2-TZVPD basis

As for the orbital gap: 6.3 eV. Its net charge is +3. As for the highest occupied orbital energy: -17.869 eV.

Each line ends with the natural charge from an NBO analysis.
Positions of all 57 atoms, in Å:
V: -0.059 0.167 0.149  1.582
O: 3.484 0.766 1.718  -0.388
C: 2.662 0.684 0.876  0.672
N: 1.225 0.846 1.176  -0.467
C: 0.930 1.218 2.570  -0.295
C: -0.480 1.702 2.598  0.230
C: -1.059 2.384 3.649  -0.205
C: -2.392 2.746 3.550  -0.077
C: -3.107 2.418 2.402  -0.212
C: -2.466 1.749 1.386  0.060
N: -1.170 1.405 1.485  -0.427
C: 2.809 0.485 -0.573  0.077
C: 4.007 0.435 -1.237  -0.140
C: 3.965 0.332 -2.624  -0.076
C: 2.734 0.295 -3.259  -0.195
C: 1.572 0.318 -2.508  0.092
N: 1.613 0.420 -1.176  -0.419
H: 1.656 1.962 2.901  0.289
H: 1.074 0.336 3.203  0.275
H: -0.472 2.628 4.525  0.267
H: -2.872 3.284 4.357  0.269
H: -4.149 2.683 2.291  0.269
H: -2.986 1.482 0.476  0.221
H: 4.933 0.487 -0.679  0.282
H: 4.881 0.293 -3.199  0.271
H: 2.662 0.238 -4.337  0.268
H: 0.597 0.258 -2.970  0.229
N: -1.695 -3.802 0.243  -0.681
C: -0.220 -3.427 0.284  -0.633
C: 0.602 -4.716 0.402  -0.650
P: 0.096 -2.324 1.723  2.372
O: -0.686 -3.056 2.867  -0.995
O: 1.517 -2.015 1.867  -1.028
O: -0.779 -1.031 1.373  -0.959
P: 0.266 -2.530 -1.257  2.383
O: -0.558 -3.301 -2.356  -1.002
O: 1.714 -2.449 -1.378  -1.031
O: -0.500 -1.130 -1.125  -0.992
H: -1.945 -4.336 1.083  0.464
H: -1.884 -4.393 -0.575  0.464
H: -2.319 -2.993 0.193  0.450
H: 0.332 -5.266 1.305  0.247
H: 1.660 -4.465 0.451  0.296
H: 0.441 -5.362 -0.463  0.247
H: -0.232 -3.194 3.717  0.566
H: -0.053 -3.653 -3.110  0.562
Br: -2.523 4.997 -3.689  0.284
C: -1.823 3.662 -2.635  -0.026
C: -0.757 3.926 -1.773  -0.235
C: -0.259 2.912 -0.997  0.071
N: -0.765 1.658 -1.045  -0.464
C: -1.792 1.399 -1.885  0.054
C: -2.344 2.370 -2.686  -0.245
H: -0.321 4.913 -1.707  0.279
H: 0.560 3.082 -0.315  0.232
H: -2.160 0.382 -1.917  0.239
H: -3.163 2.121 -3.346  0.277

Formula: C19H22BrNO5S
Source: OMol25
Level of theory: the ωB97M-V functional and the def2-TZVPD basis

The SMILES is Brc1csc(/C=N/c2ccc3c(c2)OCCOCCOCCOCCO3)c1. As for the orbital gap: 7.6 eV. Its net charge is 0. As for the highest occupied orbital energy: -7.745 eV.

Each line ends with the natural charge from an NBO analysis.
Positions of all 49 atoms, in Å:
Br: 7.190 -0.332 0.118  0.076
C: 5.501 0.518 0.131  -0.131
C: 5.357 1.871 0.229  -0.429
S: 3.705 2.324 0.213  0.467
C: 3.205 0.664 0.071  -0.257
C: 4.286 -0.181 0.040  -0.224
H: 4.194 -1.247 -0.045  0.253
C: 1.813 0.331 0.002  0.095
N: 1.446 -0.884 -0.065  -0.395
C: 0.134 -1.278 -0.198  0.118
C: -0.242 -2.481 0.399  -0.224
C: -1.531 -2.950 0.251  -0.221
C: -2.460 -2.251 -0.504  0.234
C: -2.091 -1.035 -1.112  0.347
C: -0.798 -0.564 -0.961  -0.340
H: -0.477 0.336 -1.463  0.214
O: -3.073 -0.411 -1.818  -0.510
C: -2.899 0.916 -2.254  -0.083
C: -4.285 1.558 -2.304  -0.075
O: -4.624 1.934 -0.988  -0.555
C: -6.001 2.136 -0.768  -0.085
H: -6.569 1.232 -1.029  0.179
C: -6.243 2.476 0.707  -0.080
O: -6.260 1.352 1.557  -0.543
C: -5.152 1.176 2.414  -0.092
C: -3.910 0.547 1.760  -0.111
O: -3.965 -0.856 1.662  -0.543
C: -4.975 -1.340 0.798  -0.104
C: -4.598 -2.758 0.363  -0.074
O: -3.719 -2.751 -0.744  -0.510
H: -5.484 -3.295 0.018  0.193
H: -4.156 -3.282 1.220  0.179
H: -5.049 -0.706 -0.092  0.187
H: -5.946 -1.347 1.310  0.176
H: -3.763 0.996 0.770  0.198
H: -3.037 0.749 2.386  0.190
H: -4.866 2.140 2.859  0.167
H: -5.509 0.514 3.209  0.198
H: -5.490 3.203 1.031  0.178
H: -7.237 2.935 0.782  0.187
H: -6.362 2.969 -1.391  0.169
H: -4.279 2.439 -2.963  0.172
H: -5.001 0.824 -2.695  0.186
H: -2.432 0.934 -3.247  0.182
H: -2.286 1.491 -1.550  0.188
H: -1.826 -3.880 0.712  0.220
H: 0.483 -3.021 0.986  0.223
H: 1.120 1.182 0.039  0.162
H: 6.125 2.613 0.309  0.250

Formula: C19H22ClF24O9PS
Source: OMol25
Level of theory: the ωB97M-V functional and the def2-TZVPD basis

The SMILES is FC(F)C(F)(F)COC(F)(F)C(F)F.FC(F)C(F)(F)COC(F)(F)C(F)F.FC(F)C(F)(F)COC(F)(F)C(F)F.O=P(O)(O)OCCCCS(=O)(=O)Cl. As for the orbital gap: 11.2 eV. Its net charge is 0. As for the highest occupied orbital energy: -11.133 eV.

Each line ends with the Mulliken charge.
Positions of all 77 atoms, in Å:
O: -2.770 -0.478 -0.096  -0.567
P: -1.816 -1.543 -0.412  0.620
O: -2.421 -2.642 -1.397  -0.536
O: -0.506 -0.977 -1.165  -0.372
O: -1.221 -2.306 0.846  0.138
C: -0.676 -3.646 0.671  -0.436
C: -0.324 -4.197 2.043  -0.972
C: 0.275 -3.161 3.006  -0.479
C: -0.792 -2.597 3.949  -0.720
S: -0.058 -1.335 4.945  0.954
O: 0.351 -0.217 4.148  -0.382
O: 0.883 -1.947 5.833  -0.562
Cl: -1.669 -0.741 6.049  -0.251
H: -3.104 -2.216 -1.931  0.307
H: 0.251 -1.065 -0.568  0.233
H: -1.446 -4.264 0.208  0.362
H: 0.199 -3.631 0.012  0.315
H: -1.239 -4.626 2.468  0.400
H: 0.372 -5.028 1.910  0.342
H: 0.744 -2.334 2.464  0.035
H: 1.050 -3.656 3.596  0.582
H: -1.142 -3.361 4.648  0.474
H: -1.646 -2.202 3.391  0.455
C: 1.489 2.247 0.459  -0.629
C: 2.382 1.048 0.806  1.154
C: 3.515 1.252 1.816  -0.030
F: 4.409 2.152 1.366  -0.263
F: 4.152 0.071 1.988  -0.273
F: 2.857 0.475 -0.320  -0.308
F: 1.554 0.133 1.406  -0.157
O: 1.791 2.948 -0.732  -0.435
C: 2.679 3.984 -0.769  0.752
C: 3.868 3.683 -1.695  0.222
F: 4.507 2.566 -1.300  -0.222
F: 4.736 4.717 -1.634  -0.265
F: 3.090 4.351 0.456  -0.297
F: 2.042 5.046 -1.316  -0.305
H: 0.507 1.814 0.271  0.319
H: 1.381 2.917 1.312  0.334
H: 3.114 1.581 2.778  0.313
H: 3.516 3.560 -2.720  0.242
C: -3.798 2.101 3.635  -1.001
C: -2.949 1.637 2.443  1.083
C: -1.458 1.979 2.463  0.134
F: -1.262 3.315 2.471  -0.313
F: -0.874 1.481 1.347  -0.234
F: -3.508 2.041 1.289  -0.289
F: -2.991 0.269 2.483  -0.148
O: -4.559 3.287 3.491  -0.437
C: -4.057 4.525 3.774  0.835
C: -4.042 5.440 2.539  0.171
F: -3.315 4.895 1.549  -0.194
F: -3.483 6.621 2.883  -0.264
F: -2.852 4.470 4.363  -0.286
F: -4.906 5.110 4.655  -0.313
H: -4.554 1.323 3.741  0.429
H: -3.214 2.102 4.557  0.406
H: -0.976 1.533 3.336  0.025
H: -5.064 5.607 2.193  0.244
C: 0.687 -1.719 -6.637  -0.736
C: 2.192 -1.443 -6.517  0.902
C: 3.154 -2.626 -6.673  0.042
F: 2.948 -3.551 -5.716  -0.212
F: 4.420 -2.170 -6.554  -0.265
F: 2.457 -0.780 -5.376  -0.255
F: 2.494 -0.615 -7.563  -0.333
O: -0.047 -1.870 -5.437  -0.359
C: -0.197 -3.073 -4.811  0.698
C: 0.406 -3.060 -3.403  0.867
F: 1.718 -2.751 -3.438  -0.252
F: 0.291 -4.301 -2.857  -0.295
F: 0.274 -4.095 -5.546  -0.297
F: -1.527 -3.279 -4.646  -0.295
H: 0.283 -0.809 -7.080  0.390
H: 0.492 -2.532 -7.337  0.331
H: 3.036 -3.088 -7.656  0.292
H: -0.109 -2.350 -2.757  -0.155

Going through the records in order, we get total energy values of -3040.39226; -5737.74443; -4140.27678; -5011.01755 hartree.
Going through the records in order, we get relative energy (zero: lowest compared OMol25 entry of this formula, charge and spin) values of 3.0; 0.0; 56.6; 0.0 kcal per mole.